Record 1
# C9H21BrN3O3

A 4-piece molecular cluster, C9H21BrN3O3 overall (ωB97M-V/def2-TZVPD, OMol25).

The total energy is -90329.6859 eV. Its max |F| is 8.37 eV Å⁻¹. For the frontier orbital gap, the calculation gives 8.94 eV. The value obtained for the energy above the lowest of the compared OMol25 structures with the same formula, charge and spin is 66.29 kJ/mol. The HOMO energy is -5.83 eV.

```
! RIJCOSX wB97M-V def2-TZVPD def2/J DEFGRID3
* xyz -1 1
Br 2.600 25.453 36.960
C 3.433 22.980 39.900
C 3.639 24.131 40.739
O 4.088 24.010 41.862
N 3.238 25.376 40.328
C 3.268 26.610 41.054
H 3.357 22.017 40.407
H 4.241 22.854 39.096
H 2.338 22.996 39.272
H 2.798 25.226 39.315
H 2.335 27.441 40.636
H 4.242 26.986 40.857
H 2.990 26.598 42.114
C 5.953 26.695 38.647
C 6.563 25.440 38.090
O 7.753 25.247 38.375
N 5.958 24.713 37.109
C 6.286 23.429 36.500
H 6.285 26.745 39.705
H 4.843 26.615 38.590
H 6.112 27.599 37.995
H 4.974 24.867 37.144
H 6.686 22.770 37.449
H 7.153 23.292 35.837
H 5.241 23.016 36.196
C -0.885 26.643 35.731
C -0.090 27.639 34.872
O -0.761 28.432 34.251
N 1.206 27.705 34.958
C 2.029 28.785 34.531
H -1.897 26.862 35.956
H -0.516 26.439 36.954
H -0.846 25.705 35.418
H 1.702 27.073 35.566
H 2.111 28.940 33.569
H 3.111 28.576 35.047
H 1.560 29.722 35.135
*
```

Results of the natural (NBO) charge analysis, in e, for atoms 1 through 5:
1. Br -0.866
2. C -0.705
3. C 0.633
4. O -0.659
5. N -0.685

***

Record 2
# C26H19FN2O4

C26H19FN2O4 in the gas phase (ωB97M-V/def2-TZVPD, OMol25).

The total energy is -41152.5535 eV. Its max |F| is 3.57 eV Å⁻¹. For the frontier orbital gap, the calculation gives 8.21 eV. The HOMO energy is -9.29 eV.

```
! RIJCOSX wB97M-V def2-TZVPD def2/J DEFGRID3
* xyz 0 1
F 1.794 -4.810 3.253
C 1.483 -3.569 2.758
C 0.198 -3.070 2.965
C -0.118 -1.841 2.390
C 0.821 -1.150 1.620
C 0.425 0.166 0.944
C 1.556 1.176 1.163
C 1.527 2.018 2.283
C 2.497 3.015 2.416
C 3.545 3.098 1.491
C 3.603 2.217 0.400
C 2.605 1.251 0.248
C 2.087 -1.694 1.410
C 2.449 -2.898 2.019
H -0.537 -3.623 3.541
H -1.114 -1.413 2.508
H -0.472 0.528 1.464
H 0.730 1.909 3.025
H 2.420 3.733 3.240
H 4.310 3.862 1.610
H 4.396 2.267 -0.350
H 2.651 0.556 -0.591
H 2.804 -1.165 0.782
H 3.454 -3.295 1.896
C 0.056 -0.019 -0.488
C -0.943 -1.195 -0.696
C -0.497 -2.536 -0.727
C -1.398 -3.588 -0.731
C -2.755 -3.327 -0.985
N -3.645 -4.412 -1.245
O -4.805 -4.175 -1.653
O -3.232 -5.582 -1.071
C -3.215 -2.001 -1.024
C -2.321 -0.954 -0.829
C -0.421 1.287 -1.163
C -0.857 1.228 -2.505
C -1.341 2.353 -3.156
C -1.247 3.608 -2.526
N -1.669 4.791 -3.201
O -1.434 5.904 -2.676
O -2.249 4.675 -4.305
C -0.721 3.703 -1.230
C -0.438 2.539 -0.523
H 0.959 -0.329 -1.050
H 0.575 -2.772 -0.708
H -1.081 -4.616 -0.580
H -4.267 -1.805 -1.196
H -2.697 0.070 -0.801
H -0.853 0.267 -3.034
H -1.807 2.299 -4.139
H -0.587 4.683 -0.784
H -0.227 2.638 0.540
*
```

Results of the natural (NBO) charge analysis, in e, for atoms 1 through 5:
1. F -0.331
2. C 0.399
3. C -0.277
4. C -0.183
5. C -0.018

***

Record 3
# C9H14

A 2-piece molecular cluster, C9H14 overall (ωB97M-V/def2-TZVPD, OMol25).

The total energy is -9557.5673 eV. Its max |F| is 10.71 eV Å⁻¹. For the frontier orbital gap, the calculation gives 9.75 eV. The value obtained for the energy above the lowest of the compared OMol25 structures with the same formula, charge and spin is 252.23 kJ/mol. The HOMO energy is -8.79 eV.

```
! RIJCOSX wB97M-V def2-TZVPD def2/J DEFGRID3
* xyz 0 1
C 2.827 2.438 -1.681
C 1.961 1.380 -2.423
H 3.792 2.625 -2.141
H 2.537 3.549 -1.779
H 2.994 2.364 -0.563
H 0.872 1.318 -2.159
H 2.551 0.453 -2.225
H 1.910 1.778 -3.503
C -0.500 0.196 2.670
C -0.459 -0.537 0.217
C -0.978 -0.606 1.568
C -0.979 -1.531 -0.719
C -2.046 -1.391 1.858
C -1.970 -2.324 -0.335
C -2.643 -2.121 0.880
H 0.169 0.040 -0.163
H -0.522 -1.742 -1.574
H -1.267 0.489 3.418
H -0.098 1.095 2.325
H -2.439 -1.240 2.899
H -2.264 -3.141 -1.119
H -3.585 -2.674 1.205
H 0.139 -0.417 3.342
*
```

Results of the natural (NBO) charge analysis, in e, for atoms 1 through 5:
1. C -0.630
2. C -0.629
3. H 0.210
4. H 0.201
5. H 0.207

***

Record 4
# C5H9NO

C5H9NO in the gas phase (ωB97M-V/def2-TZVPD, OMol25).

The total energy is -8867.5871 eV. Its max |F| is 0.69 eV Å⁻¹. For the frontier orbital gap, the calculation gives 10.14 eV. The value obtained for the energy above the lowest of the compared OMol25 structures with the same formula, charge and spin is 156.84 kJ/mol. The HOMO energy is -9.17 eV.

```
! RIJCOSX wB97M-V def2-TZVPD def2/J DEFGRID3
* xyz 0 1
C 0.007 2.129 -0.931
C -0.260 0.817 -0.268
C -0.178 -0.572 -0.943
N 0.525 -1.063 0.254
C -0.144 -1.927 1.213
C 0.658 0.240 0.777
O 1.158 0.656 1.789
H 0.930 2.093 -1.515
H 0.114 2.910 -0.169
H -0.834 2.341 -1.590
H -1.219 0.786 0.250
H -1.162 -1.012 -1.140
H 0.468 -0.733 -1.813
H -0.791 -1.291 1.809
H -0.743 -2.728 0.761
H 0.652 -2.368 1.797
*
```

Results of the natural (NBO) charge analysis, in e, for atoms 1 through 5:
1. C -0.609
2. C -0.325
3. C -0.214
4. N -0.447
5. C -0.419

***

Record 5
# C6H9NO

C6H9NO in the gas phase (ωB97M-V/def2-TZVPD, OMol25).

The total energy is -9902.9690 eV. Its max |F| is 4.23 eV Å⁻¹. For the frontier orbital gap, the calculation gives 9.45 eV. The value obtained for the energy above the lowest of the compared OMol25 structures with the same formula, charge and spin is 254.25 kJ/mol. The HOMO energy is -8.50 eV.

```
! RIJCOSX wB97M-V def2-TZVPD def2/J DEFGRID3
* xyz 0 1
C -0.718 -1.426 -0.035
C -1.759 -0.148 -1.596
C 1.677 0.797 0.021
C 0.604 0.431 1.061
C -0.700 0.016 0.496
C -1.116 0.680 -0.778
H -0.961 -2.166 0.686
H 0.122 -1.734 -0.486
H -2.219 -0.211 -2.587
H 1.478 0.956 -1.029
H 0.488 1.187 1.888
H 1.190 -0.404 1.524
H -1.472 0.234 1.279
H -0.934 1.756 -0.905
H 2.980 0.616 1.338
N 2.912 0.832 0.321
O -1.572 -1.414 -1.200
*
```

Results of the natural (NBO) charge analysis, in e, for atoms 1 through 5:
1. C -0.063
2. C 0.145
3. C 0.124
4. C -0.479
5. C -0.283

***

Record 6
# C34H48CaN6O2PS2

C34H48CaN6O2PS2 as an isolated structure (ωB97M-V/def2-TZVPD, OMol25).

The total energy is -98473.4983 eV. Its max |F| is 0.53 eV Å⁻¹. For the frontier orbital gap, the calculation gives 6.82 eV. The value obtained for the energy above the lowest of the compared OMol25 structures with the same formula, charge and spin is 52.49 kJ/mol. The HOMO energy is -8.98 eV.

```
! RIJCOSX wB97M-V def2-TZVPD def2/J DEFGRID3
* xyz 1 1
Ca 1.519 0.418 1.062
N 2.934 -1.615 -0.933
C 2.306 -1.767 -2.158
C 2.416 -2.889 -2.943
C 1.758 -2.969 -4.185
C 1.015 -1.927 -4.662
C 0.887 -0.753 -3.882
C 0.211 0.404 -4.334
C 0.187 1.517 -3.546
C 0.775 1.459 -2.266
N 1.359 0.391 -1.783
C 1.484 -0.689 -2.605
H 3.637 -2.301 -0.710
H 3.268 -0.676 -0.761
H 3.044 -3.710 -2.618
H 1.877 -3.865 -4.781
H 0.552 -1.969 -5.639
H -0.245 0.402 -5.317
H -0.275 2.436 -3.881
H 0.761 2.328 -1.620
C -0.556 1.639 3.554
C 0.286 2.820 3.167
C -0.020 4.082 3.724
C 0.750 5.152 3.389
C 1.845 4.993 2.510
C 2.672 6.081 2.160
C 3.735 5.866 1.328
C 4.000 4.583 0.823
C 3.215 3.485 1.123
S 3.631 1.933 0.430
C 2.100 3.695 1.998
N 1.290 2.643 2.338
H -1.614 1.903 3.569
H -0.290 1.297 4.558
H -0.448 0.797 2.870
H -0.858 4.174 4.403
H 0.545 6.137 3.795
H 2.457 7.061 2.567
H 4.390 6.684 1.055
H 4.851 4.438 0.171
C -1.187 4.901 -0.621
C -0.990 3.558 -0.095
N -0.807 2.524 0.368
H -0.336 5.519 -0.336
H -2.097 5.327 -0.202
H -1.269 4.878 -1.706
C 2.591 -4.125 2.342
P 2.632 -2.479 3.062
C 1.306 -2.426 4.273
C 4.181 -2.347 3.959
O 2.455 -1.433 2.006
H 2.701 -4.899 3.101
H 3.400 -4.221 1.617
H 1.638 -4.250 1.827
H 1.352 -3.280 4.951
H 0.353 -2.447 3.740
H 1.371 -1.506 4.853
H 4.207 -3.075 4.771
H 4.296 -1.345 4.370
H 5.012 -2.542 3.281
O 3.782 1.544 4.508
C 2.808 1.036 4.273
C -3.713 -3.882 -2.860
C -2.725 -4.906 -2.311
C -1.805 -4.385 -1.210
C -0.896 -3.230 -1.627
N -1.546 -1.922 -1.581
C -1.519 -1.085 -0.543
S -0.687 -1.460 0.905
N -2.159 0.081 -0.659
C -2.807 0.579 -1.863
C -4.238 0.078 -2.068
C -5.288 0.785 -1.213
C -5.166 0.536 0.287
H -4.452 -4.357 -3.506
H -3.218 -3.118 -3.468
H -4.254 -3.382 -2.053
H -2.112 -5.291 -3.132
H -3.279 -5.763 -1.923
H -1.165 -5.206 -0.876
H -2.385 -4.075 -0.336
H -0.528 -3.371 -2.646
H -0.031 -3.172 -0.972
H -2.151 -1.689 -2.353
H -2.055 0.696 0.130
H -2.177 0.330 -2.723
H -2.802 1.668 -1.793
H -4.274 -0.999 -1.869
H -4.491 0.204 -3.124
H -6.275 0.462 -1.551
H -5.242 1.861 -1.415
H -5.096 -0.531 0.507
H -6.035 0.929 0.815
H -4.285 1.016 0.717
*
```

Results of the Mulliken charge analysis, in e, for atoms 1 through 5:
1. Ca 1.055
2. N -0.222
3. C -0.273
4. C -0.522
5. C -0.956